1.
The following is a DFT calculation (ωB97M-V/def2-TZVPD) of the molecule C4H8FNO.

Properties
ΔE to the lowest compared entry with this formula, charge and spin ... 34.2 kcal per mole
LUMO ... 1.04 eV
SMILES ... N[C@@H]1CO[C@H]1CF
HOMO energy ... -0.35603 Eh
Charge ... 0
Electronic energy ... -387.00790 a.u.
HOMO-LUMO gap ... 10.73 eV

CARTESIAN COORDINATES (ANGSTROEM)
C  -0.69043  0.28104  -0.62725
C  -0.77342  1.76001  -0.05438
C  0.56345  0.15615  0.36679
C  0.63330  -1.10742  1.18178
H  -1.26639  -0.21634  -2.45538
H  0.03436  -0.92181  -1.98684
H  -1.50032  -0.30460  -0.22996
H  -1.67379  2.24283  0.26224
H  -0.19495  2.41024  -0.75577
H  1.48599  0.41754  -0.16054
H  -0.18269  -1.29848  1.85707
H  1.55679  -1.07543  1.79221
N  -0.42209  0.00852  -2.00825
O  0.10994  1.37416  1.09471
F  0.60209  -2.09394  0.19727

Atoms 1-3, force components in eV/Å:
C 1.12 1.12 2.17
C 2.63 -1.29 -0.64
C -2.48 2.00 -0.47



2.
The following is a DFT calculation (ωB97M-V/def2-TZVPD) of a structure of composition C3H3O2Rb.

Properties
ΔE to the lowest compared entry with this formula, charge and spin ... 13.1 kcal per mole
LUMO ... -1.25 eV
HOMO energy ... -0.18835 Eh
Charge ... 0
Electronic energy ... -290.57850 a.u.
HOMO-LUMO gap ... 3.87 eV

CARTESIAN COORDINATES (ANGSTROEM)
O  -0.96012  0.69917  -0.91560
Rb  -2.85345  3.18460  -0.47778
O  -0.45046  -0.00033  2.43474
C  -0.37679  -0.06182  1.24383
C  -0.08870  0.24782  -0.02986
C  0.97271  -0.82902  -0.45154
H  0.48586  -1.66519  -0.98200
H  1.61363  -1.23562  0.34412
H  1.65732  -0.33960  -1.16591

Atoms 1-3, force components in eV/Å:
O -0.08 1.14 0.00
Rb 0.69 -0.89 -0.10
O 0.06 -0.05 -0.35



3.
The following is a DFT calculation (ωB97M-V/def2-TZVPD) of a cluster of 4 separate species, C20H45ClN2O15P2S3 in total.

Properties
LUMO ... 0.29 eV
SMILES ... CCCCN[C@@H]1C(=O)N[C@H](C[C@@H]2CO2)[C@@]1(P(O)Cl)P(=O)(O)O.CCOS(C)(=O)=O.CCOS(C)(=O)=O.CCOS(C)(=O)=O
HOMO energy ... -0.32807 Eh
Charge ... 0
Electronic energy ... -4364.68765 a.u.
HOMO-LUMO gap ... 9.22 eV

CARTESIAN COORDINATES (ANGSTROEM)
C  7.14759  2.19295  -0.17836
C  6.68416  0.89554  0.50827
C  5.76315  0.03721  -0.37844
C  4.33317  -0.02192  0.15471
N  3.35719  -0.12414  -0.93047
C  2.11909  -0.83926  -0.60308
C  1.63490  -1.33415  -1.96775
O  1.87612  -2.38975  -2.49278
N  0.85627  -0.30019  -2.49365
C  -0.06860  -0.01192  -1.38725
C  -1.15841  1.02930  -1.61875
C  -0.69003  2.40108  -2.05139
C  -1.26830  3.01184  -3.28976
O  0.04186  2.49150  -3.24936
C  0.87737  0.04662  -0.14006
P  1.14460  1.73598  0.64170
O  2.10621  1.40835  1.90071
Cl  2.34973  2.73920  -0.68222
P  0.04049  -0.99876  1.10768
O  -0.18382  -2.36832  0.62819
O  0.99159  -1.02274  2.40551
O  -1.30603  -0.26290  1.54080
H  6.42757  2.53362  -0.92296
H  7.30485  2.99260  0.54430
H  8.09847  2.03783  -0.68955
H  6.19573  1.16741  1.44458
H  7.58542  0.34307  0.77090
H  6.17528  -0.97231  -0.42082
H  5.75560  0.44640  -1.38972
H  4.24134  -0.83820  0.88988
H  4.15494  0.91094  0.69436
H  3.80239  -0.67325  -1.65910
H  2.33971  -1.64535  0.10111
H  0.40715  -0.65247  -3.33280
H  -0.63414  -0.94614  -1.25553
H  -1.77112  0.65872  -2.44165
H  -1.73252  1.15626  -0.70268
H  -0.43652  3.09506  -1.26048
H  -2.03079  2.39214  -3.74101
H  -1.40589  4.06831  -3.09844
H  2.59237  0.57543  1.86979
H  0.88504  -1.90104  2.79902
H  -1.13606  0.50020  2.11126
O  -5.65954  -0.81701  -0.37832
S  -5.79575  -1.73679  0.71575
O  -5.06244  -1.50541  1.92023
O  -5.51873  -3.20114  0.18197
C  -4.28508  -3.42383  -0.55353
C  -3.07065  -3.50663  0.34062
C  -7.49630  -1.95880  1.10350
H  -4.17635  -2.64180  -1.30690
H  -4.44704  -4.36151  -1.08114
H  -2.85599  -2.55103  0.81318
H  -2.19402  -3.79872  -0.23451
H  -3.23436  -4.23516  1.13560
H  -8.04641  -2.16164  0.18859
H  -7.83880  -1.03194  1.55822
H  -7.58554  -2.78281  1.80588
O  7.90355  3.79186  3.86270
S  8.58736  2.71585  4.51455
O  8.33745  1.36743  4.10547
O  8.37001  2.84080  6.08116
C  7.00554  2.95958  6.55515
C  6.26753  1.63831  6.54915
C  10.31921  3.01459  4.50271
H  6.48680  3.71466  5.96355
H  7.10257  3.34351  7.56826
H  6.09771  1.28229  5.53436
H  5.30092  1.75990  7.03858
H  6.84067  0.87679  7.07749
H  10.50171  4.02957  4.84347
H  10.65086  2.88908  3.47447
H  10.80281  2.28795  5.14962
O  -9.24659  0.34122  -3.51201
S  -8.40771  -0.61867  -4.16581
O  -8.02440  -0.40733  -5.52811
O  -9.08138  -2.05379  -4.02578
C  -10.46309  -2.18049  -4.43737
C  -10.62261  -2.24485  -5.94123
C  -6.98447  -0.94514  -3.19314
H  -11.04115  -1.36277  -4.00518
H  -10.80173  -3.10510  -3.97425
H  -10.35899  -1.29836  -6.40978
H  -11.65935  -2.47553  -6.18794
H  -9.97704  -3.01540  -6.36200
H  -7.28696  -1.13589  -2.17050
H  -6.35478  -0.05985  -3.23496
H  -6.46464  -1.80073  -3.61640

Atoms 1-3, force components in eV/Å:
C 0.05 -0.07 0.04
C 0.32 0.42 -0.26
C 0.24 -0.13 0.46



4.
The following is a DFT calculation (ωB97M-V/def2-TZVPD) of a cluster of 3 separate species, C4H15N2O in total.

Properties
ΔE to the lowest compared entry with this formula, charge and spin ... 179.3 kcal per mole
LUMO ... -8.80 eV
HOMO energy ... -0.50599 Eh
Charge ... +1
Electronic energy ... -345.66000 a.u.
HOMO-LUMO gap ... 4.97 eV

CARTESIAN COORDINATES (ANGSTROEM)
N  0.87540  -0.28315  1.47255
C  -0.11676  0.56958  1.97715
C  -0.36707  1.79644  1.06156
N  -0.54058  1.47282  -0.34574
C  -1.13462  0.17340  -0.64659
C  -1.16928  2.58262  -1.04361
H  5.79581  -6.68388  -5.38053
H  1.71934  -0.28332  2.05906
H  5.68665  -6.12445  -4.90215
H  -1.09874  0.04543  2.08348
H  0.06984  0.96847  2.97967
H  -1.24575  2.33038  1.45324
H  0.50019  2.46029  1.18003
H  -2.08185  -0.02312  -0.13651
H  -1.27196  0.08756  -1.72441
H  -0.38685  -0.53914  -0.33891
H  -2.21423  2.68573  -0.72242
H  -0.62325  3.50603  -0.86526
H  -1.20010  2.38209  -2.10787
H  0.02520  -1.67367  1.33234
H  -0.47994  -3.16694  1.45355
O  -0.74143  -2.28318  1.16136

Atoms 1-3, force components in eV/Å:
N -0.81 1.25 0.14
C 1.02 -0.44 1.19
C -0.25 0.65 -0.71



5.
The following is a DFT calculation (ωB97M-V/def2-TZVPD) of a cluster of 2 separate species, C6H10N2OSi in total.

Properties
ΔE to the lowest compared entry with this formula, charge and spin ... 67.4 kcal per mole
LUMO ... -0.46 eV
SMILES ... C/C=[Si](\C#N)OCC.C#N
HOMO energy ... -0.31609 Eh
Charge ... 0
Electronic energy ... -708.76110 a.u.
HOMO-LUMO gap ... 8.14 eV

CARTESIAN COORDINATES (ANGSTROEM)
C  1.39984  -1.15702  1.56395
C  -2.32023  -1.00537  -1.49921
C  -1.33669  1.56407  1.69258
C  1.42116  -1.91196  -1.82689
C  -0.05564  2.26260  1.26984
C  1.10762  -0.46342  -1.57555
N  1.60851  -1.94112  2.37596
N  -3.42602  -0.73745  -1.71745
O  1.04735  1.46898  0.84291
Si  1.26718  0.05381  0.15339
H  -1.96521  1.25591  0.92294
H  -1.19303  0.59335  2.08604
H  -1.96166  2.11728  2.37381
H  0.65372  -2.61494  -2.19638
H  2.15628  -1.92874  -2.76479
H  1.81877  -2.49358  -1.01486
H  0.46832  2.81593  2.23917
H  -0.35293  2.98170  0.59620
H  -1.32877  -1.20753  -1.26754
H  0.99145  0.34750  -2.25412

Atoms 1-3, force components in eV/Å:
C 0.25 0.17 -1.03
C -3.03 0.67 -0.52
C 0.83 -0.43 0.46



6.
The following is a DFT calculation (ωB97M-V/def2-TZVPD) of a structure of composition C24H22Cl2N7O6OsPS.

Properties
ΔE to the lowest compared entry with this formula, charge and spin ... 46.4 kcal per mole
LUMO (alpha / beta) ... -2.33 / -2.18 eV
HOMO energy (alpha / beta) ... -0.29180 / -0.29055 Eh
Charge ... 0
Electronic energy ... -3513.11849 a.u.
HOMO-LUMO gap (alpha / beta) ... 5.61 / 5.73 eV

CARTESIAN COORDINATES (ANGSTROEM)
Os  -0.54638  -0.64706  -1.42787
Cl  6.22239  0.58841  -1.65620
C  4.52347  0.73578  -1.84588
C  3.68029  -0.19339  -1.26047
C  2.29709  -0.06723  -1.38840
N  1.34671  -0.92496  -0.86852
C  1.66234  -2.12425  -0.28699
O  2.76879  -2.50265  0.05684
C  0.43962  -2.97216  -0.09554
C  0.53628  -4.28973  0.32460
C  -0.62912  -5.03652  0.44619
C  -1.83808  -4.44096  0.14067
C  -1.85683  -3.12165  -0.30683
N  -0.74221  -2.39812  -0.37832
C  1.75253  1.03067  -2.12424
C  2.62651  1.93901  -2.72533
C  3.99362  1.80111  -2.58278
Cl  5.03564  2.95498  -3.30990
N  0.37975  1.10092  -2.14145
C  -0.29586  2.16066  -2.67299
O  0.16647  3.08647  -3.31586
C  -1.75849  2.10721  -2.34328
C  -2.68129  2.80506  -3.11537
C  -4.02654  2.66337  -2.82136
C  -4.38735  1.85916  -1.75037
C  -3.39404  1.24811  -1.00075
N  -2.10934  1.36614  -1.29400
H  4.10436  -1.01278  -0.70294
H  1.51290  -4.70317  0.52170
H  -0.59059  -6.06608  0.76540
H  -2.76510  -4.98696  0.20812
H  -2.78663  -2.61323  -0.51743
H  2.22811  2.76198  -3.29424
H  -2.32958  3.42144  -3.92817
H  -4.77884  3.15375  -3.42303
H  -5.42332  1.70547  -1.49763
H  -3.63044  0.63637  -0.14047
O  -0.36297  -1.66992  -3.47475
S  -1.78113  -2.10227  -3.30796
O  -2.55150  -2.04157  -4.51366
O  -2.32870  -1.04443  -2.30346
O  -1.84314  -3.38856  -2.61624
C  0.32338  2.44230  3.58931
N  1.42986  1.94718  2.79003
C  2.07105  0.84396  3.48458
N  1.14489  -0.22856  3.80714
C  0.05426  0.31384  4.59622
N  -0.63693  1.40452  3.92827
C  -1.36441  0.96316  2.76633
P  -0.26541  0.19749  1.43359
C  1.00681  1.58147  1.45728
C  0.68055  -0.91728  2.62824
H  -0.19069  3.23533  3.03973
H  0.72325  2.85728  4.51789
H  2.48321  1.22643  4.42344
H  2.88149  0.45100  2.86609
H  0.47186  0.69866  5.53121
H  -0.65796  -0.48247  4.82710
H  -1.88516  1.81884  2.32316
H  -2.10901  0.22030  3.06732
H  0.56218  2.45573  0.97063
H  1.87858  1.26955  0.87297
H  1.54369  -1.34627  2.11259
H  0.01513  -1.73090  2.93609

Atoms 1-3, force components in eV/Å:
Os 1.05 3.09 0.61
Cl 0.28 -0.19 0.13
C -0.45 0.41 -0.21